Record 1
C12H31AlBeCl7FIKN3NaO4P | ωB97M-V/def2-TZVPD

The geometry in XYZ format:
```
64
Properties=species:S:1:pos:R:3:forces:R:3:lowdin_charge:R:1
N -4.38594 2.15653 -2.14056 0.022 -0.185 0.071 0.017
C -2.95459 2.03243 -1.84338 -0.388 0.095 -0.094 -0.241
C -2.64224 0.66375 -1.23144 0.457 0.643 -0.274 -0.449
O -1.61415 0.05164 -2.05142 -0.196 -0.471 -0.189 -0.072
C -2.08675 0.75157 0.17383 0.050 -0.348 -0.635 -0.257
P -3.59722 1.07164 1.43735 -0.198 -0.214 0.285 0.535
C -2.71252 2.47866 2.43190 -0.454 -0.340 0.341 -0.359
C -3.68526 3.17724 3.39154 1.339 0.843 -1.594 -0.530
C -4.14889 4.48794 2.71599 0.447 -0.377 0.140 -0.647
I -6.01479 5.31166 3.36021 -0.057 0.062 -0.344 0.900
H -4.94363 1.60825 -1.49757 -0.040 0.089 0.062 0.050
H -4.70510 3.11414 -2.07402 -0.022 0.010 -0.176 0.078
H -2.40207 2.10821 -2.77864 0.093 0.055 -0.027 0.106
H -2.59721 2.83815 -1.19675 0.032 -0.040 0.131 0.107
H -3.54072 0.04706 -1.27026 -0.024 -0.102 0.087 0.122
H -1.92778 -0.83080 -2.28540 0.186 0.026 0.116 0.079
H -1.30524 1.51162 0.20069 -0.094 0.177 0.306 0.088
H -1.64261 -0.21643 0.41043 -0.292 0.098 0.406 0.024
H -4.19554 2.08661 0.53047 0.085 -0.024 -0.029 0.029
H -4.31519 0.02307 0.74169 0.050 0.007 -0.047 -0.028
H -3.04107 0.03785 2.36370 0.118 0.133 -0.048 0.027
H -4.76038 1.16017 2.35186 -0.007 0.066 -0.097 0.011
H -2.29934 3.22998 1.75824 0.174 -0.088 -0.113 0.075
H -1.90196 2.02804 3.00711 0.140 -0.068 -0.103 0.071
H -4.52822 2.55228 3.67842 0.268 -0.557 -1.039 -0.013
H -3.12052 3.48989 4.27171 0.398 -0.280 -0.268 0.037
H -4.13366 4.31080 1.64706 -0.636 0.249 -0.128 0.042
H -3.40270 5.24501 2.93069 -0.033 0.193 -0.112 0.057
K -4.78806 3.34361 5.54211 -1.619 0.303 3.273 0.852
C 1.37226 -2.55411 0.96050 0.240 -0.332 0.042 -1.972
Cl 0.48254 -4.06643 0.89507 -0.110 -0.033 -0.018 0.583
Cl 3.08331 -2.88591 0.50350 -0.540 0.146 0.188 0.354
Cl 0.66258 -1.38552 -0.14485 0.197 -0.036 0.111 0.599
Cl 1.32868 -1.97173 2.63804 -0.315 0.087 -0.247 0.454
Be 5.07398 -2.57867 -1.43147 0.320 -0.193 -0.140 0.504
C 4.73183 -2.70141 5.10051 0.138 -0.810 -0.666 -1.412
Cl 4.00802 -1.16868 5.91073 0.138 -0.140 0.697 0.449
Cl 4.54868 -2.46370 3.36790 -0.067 0.308 -0.053 0.494
Cl 6.32689 -2.97409 5.54173 0.574 0.433 0.577 0.755
H 4.10680 -3.52804 5.41980 -0.176 0.151 0.031 0.046
F 5.91473 -4.97345 4.02311 -0.433 0.150 -0.110 -0.567
C -0.16144 -7.17789 -0.89601 -0.814 0.363 0.776 -0.219
O -0.27366 -8.11365 -1.76880 0.213 0.007 -0.137 0.127
H 0.80301 -7.27497 -0.29674 0.220 0.077 -0.415 0.175
H 0.09640 -6.17841 -1.37863 0.508 -0.258 -0.127 0.147
H -0.99461 -7.00474 -0.20150 -0.090 -0.271 -0.073 0.098
Na 4.78586 -0.14341 -2.63643 0.513 0.327 -0.165 0.518
C -4.19768 -0.70252 -5.49781 -1.223 0.126 -0.319 0.114
C -2.52747 -0.82071 -5.38112 1.471 0.088 1.371 -0.320
O -2.17572 -1.03744 -6.57264 -0.437 0.042 -0.141 0.161
H -4.58277 -1.64692 -5.86426 0.264 -0.099 -0.051 0.097
H -4.50534 -0.50162 -4.46987 0.420 0.046 0.121 0.093
H -4.45742 0.11621 -6.15803 0.266 0.049 -0.061 0.099
H -2.34121 -1.61577 -4.63079 -0.377 -0.332 -0.333 0.122
H -2.25918 0.16425 -4.92484 -0.454 0.231 -0.438 0.140
Al 2.95042 0.35389 4.32392 0.138 0.000 -0.272 0.619
C 9.06921 1.57627 -1.55036 0.155 -0.013 -0.065 -0.681
O 8.15907 0.86223 -1.97364 -0.510 -0.006 0.079 -0.037
N 10.31143 1.53450 -2.08602 -0.012 -0.014 -0.018 0.171
N 8.89481 2.45159 -0.52021 -0.037 -0.062 -0.057 0.156
H 11.07389 2.10088 -1.76335 -0.002 0.000 0.007 0.109
H 10.46957 0.89754 -2.84497 0.012 -0.001 -0.001 0.115
H 7.98752 2.50477 -0.10156 0.001 0.015 0.015 0.096
H 9.62836 3.03710 -0.16650 0.010 -0.003 -0.010 0.105
```
Forces are in eV/Å.

## Properties
**DFT total energy**: -5919.05383 Ha
**Energy relative to the best compared isomer or geometry (same formula, charge and spin)**: 0.0 kJ/mol
**2S+1**: 1
**Max |F|**: 3.7 eV/Å
**Net charge**: +3
**Kohn-Sham gap**: 1.4605 eV

***

Record 2
C12H31F6N8O9 | ωB97M-V/def2-TZVPD

The geometry in XYZ format:
```
66
Properties=species:S:1:pos:R:3:forces:R:3:lowdin_charge:R:1
O 0.03151 0.23139 0.07532 0.929 -0.229 0.102 0.173
H -0.72596 0.42151 0.70031 -1.195 1.047 0.768 0.097
H -0.25871 -0.49304 -0.54443 -0.404 0.049 0.034 0.053
H 0.30405 1.04208 -0.42335 -0.762 0.554 0.103 0.089
C -0.00141 3.51413 -0.97042 -1.901 -1.160 2.685 -0.418
O 0.04681 2.30509 -1.77965 -0.176 -0.493 0.074 -0.160
O 0.22681 3.17073 0.32480 2.018 0.703 -1.873 -0.183
C 0.76042 4.60265 -1.80269 0.091 0.510 1.021 -0.527
F 0.94410 4.22281 -3.07577 0.223 0.146 -0.326 0.123
F 0.01683 5.74271 -1.84821 -0.073 -0.197 -0.088 0.097
F 1.95102 5.00061 -1.32049 0.079 -0.465 -0.016 0.128
C -0.93147 2.09199 -2.77928 0.765 -0.223 -1.192 -0.255
C -0.25559 1.16136 -3.77577 -0.472 -1.411 -0.867 -0.087
H -0.86809 0.96347 -4.66381 -0.169 0.519 -0.085 0.067
H 0.75304 1.35829 -4.13760 -0.051 0.749 0.298 0.072
H -0.20527 0.14159 -3.38007 0.130 0.137 0.534 0.043
H -1.27444 3.01059 -3.26078 0.430 0.265 0.069 0.115
H -1.86821 1.59017 -2.51435 0.169 -0.023 1.009 0.121
H -1.04876 3.83637 -0.91939 -0.271 0.433 -1.077 0.146
C -2.71343 0.38290 2.45834 3.235 1.878 -3.526 -0.430
O -1.88190 -0.80793 2.32324 -1.021 -1.073 0.614 -0.135
O -2.18714 1.16274 1.47039 -0.887 -0.677 -0.114 -0.201
C -4.18193 0.04446 2.23486 0.070 -0.639 0.537 -0.544
F -4.66321 -0.41089 3.42747 -0.645 0.045 0.011 0.093
F -4.86965 1.11334 1.85956 -0.349 -0.001 0.204 0.155
F -4.48619 -0.94791 1.33854 0.464 0.562 0.317 0.095
C -1.52476 -1.56983 3.44279 0.691 -0.178 0.978 -0.294
C -0.58934 -2.66887 3.01638 0.595 -0.229 -0.511 -0.080
H 0.24779 -2.27909 2.43160 -0.231 0.135 -0.267 0.073
H -0.07929 -3.14966 3.85321 -0.430 -0.100 0.231 0.074
H -1.12012 -3.41892 2.42672 0.165 -0.086 -0.025 0.069
H -2.35060 -2.04332 3.98746 -0.358 0.339 -0.139 0.113
H -0.96505 -0.94998 4.15493 -0.261 0.240 0.082 0.122
H -2.54654 0.97820 3.36323 -0.491 -0.961 0.953 0.155
C -1.94797 -2.23667 -1.41491 -1.311 1.242 2.735 -0.606
O -1.02165 -1.41906 -1.45815 -0.103 -0.591 -1.728 -0.011
N -2.67798 -2.37085 -0.27569 0.574 -0.565 -0.548 0.203
N -2.46191 -2.93485 -2.44899 1.113 0.706 -0.467 0.167
H -3.28312 -3.16828 -0.22771 -0.330 0.233 0.419 0.102
H -2.52735 -1.78754 0.54176 0.287 -0.071 0.106 0.087
H -2.00794 -2.71189 -3.31985 -0.351 -0.827 -0.218 0.112
H -3.01585 -3.72944 -2.20206 -0.075 -0.223 -0.791 0.102
C 3.22577 -0.51901 0.09575 -2.355 -0.058 -0.093 -0.717
O 2.60777 -0.76586 1.12651 0.889 0.600 -0.315 0.034
N 4.05957 -1.37538 -0.49359 1.240 -1.310 0.626 0.142
N 2.95227 0.46768 -0.81562 -0.645 0.720 0.918 0.175
H 4.41480 -1.07518 -1.37637 0.679 -0.929 -0.103 0.095
H 4.32510 -2.16934 0.06725 0.454 -0.049 -0.569 0.124
H 2.39302 1.24867 -0.49877 0.299 0.267 -0.351 0.082
H 3.66500 0.57876 -1.50848 -0.226 0.881 -0.202 0.093
C 3.02904 3.48725 2.65351 1.114 1.176 -0.042 -0.697
O 4.04293 3.98808 3.15085 -0.282 -0.567 0.215 -0.031
N 3.02891 2.40061 1.85401 -0.584 -1.162 -0.890 0.159
N 1.79109 4.03042 2.75688 -0.443 -0.204 0.024 0.152
H 2.14594 2.10245 1.46054 -0.058 0.134 0.207 0.066
H 3.78290 1.76608 1.68303 0.430 0.387 0.506 0.085
H 1.17922 3.81220 1.97056 -0.506 0.289 0.047 0.056
H 1.72382 4.91883 3.21719 0.088 0.054 -0.178 0.094
C 1.01902 -4.18348 -0.92934 0.356 -0.520 2.949 -0.693
O 1.32860 -4.81117 0.10176 0.318 0.385 -0.920 -0.019
N 1.29416 -2.88749 -1.07414 0.458 0.383 -1.024 0.197
N 0.24058 -4.83111 -1.82192 -0.697 -0.642 -0.636 0.143
H 0.82080 -2.34709 -1.77738 0.101 0.168 0.131 0.082
H 1.94990 -2.44535 -0.44946 -0.334 -0.111 0.134 0.073
H 0.14039 -5.77817 -1.49113 -0.201 -0.060 -0.531 0.102
H 0.09783 -4.60357 -2.78916 0.192 0.096 0.077 0.089
```
Forces are in eV/Å.

## Properties
**DFT total energy**: -2190.39435 Ha
**Energy relative to the best compared isomer or geometry (same formula, charge and spin)**: 173.0 kJ/mol
**2S+1**: 1
**Max |F|**: 5.1 eV/Å
**Net charge**: -1
**Kohn-Sham gap**: 6.6895 eV

***

Record 3
C12H31FFeNO5S3 | ωB97M-V/def2-TZVPD

The geometry in XYZ format:
```
54
Properties=species:S:1:pos:R:3:forces:R:3:mulliken_spin:R:1
Fe 1.31888 1.08535 0.35550 -1.197 -0.896 -0.574 3.824
F -0.51705 0.31513 0.51611 0.343 0.472 0.345 0.030
C -1.43259 -0.45965 -2.43739 0.117 0.964 -1.135 -0.002
O -2.34505 -0.61326 -1.39443 0.011 -0.118 0.083 0.001
H -1.82333 -0.86688 -3.37118 -0.145 -0.627 0.330 0.000
H -1.30916 0.59315 -2.73592 0.071 0.198 0.381 0.000
H -0.42014 -0.83383 -2.26135 -0.084 -0.300 0.281 0.001
H -2.02578 -0.07355 -0.65767 0.141 -0.011 -0.120 0.000
C -2.65209 2.85228 0.85632 0.234 -0.202 0.065 -0.001
O -1.97718 2.18397 1.91673 0.170 0.168 -0.098 -0.001
H -1.99561 3.52763 0.29122 0.096 -0.016 0.135 0.000
H -3.04663 2.11829 0.14738 -0.298 0.161 0.034 0.000
H -3.44385 3.45148 1.30001 -0.123 -0.113 -0.122 0.000
H -1.46238 1.47133 1.50862 0.003 -0.072 -0.063 0.006
N -2.19739 -1.90885 1.48442 -1.196 -1.542 -0.297 0.000
C -2.91694 -1.62860 2.59793 0.414 1.238 1.344 -0.001
C -3.62405 -2.71535 3.03771 -0.322 0.629 -1.164 0.000
C -3.50435 -3.68340 1.98495 0.305 0.249 0.320 0.000
C -2.61623 -3.17338 1.07664 0.541 0.140 -0.392 0.000
H -1.76326 -1.23083 0.88586 0.186 0.065 -0.011 0.006
H -2.90297 -0.61581 2.98867 0.101 -0.224 0.155 0.000
H -4.29481 -2.65901 3.87770 -0.025 -0.343 0.017 0.000
H -4.06928 -4.59335 1.87613 0.252 -0.193 0.112 0.000
H -2.20917 -3.59181 0.16902 -0.187 -0.038 0.005 0.000
C 3.87998 -2.36247 -0.73020 -0.592 -0.357 -0.160 0.001
S 2.25340 -1.84397 -1.37724 1.320 0.566 -0.436 0.013
O 1.88955 -0.57122 -0.66938 0.199 -0.364 -0.515 0.016
C 2.93756 -1.24216 -2.97474 -0.129 -0.426 0.711 0.000
H 4.05314 -3.33399 -1.19835 0.138 0.023 0.047 0.000
H 3.81484 -2.50225 0.34599 -0.081 0.079 0.009 0.000
H 4.67149 -1.66698 -0.99286 -0.086 0.166 0.019 0.000
H 3.61400 -1.98283 -3.39869 -0.372 -0.223 -0.188 0.000
H 3.55309 -0.37530 -2.74004 -0.270 0.202 0.081 0.000
H 2.07584 -1.01389 -3.59454 0.189 0.065 -0.244 0.000
C 1.08623 -2.02409 2.51758 0.806 -0.337 -0.163 0.004
S 2.10254 -0.62778 3.09491 -1.467 -0.371 -0.117 0.010
O 2.31803 0.17924 1.81139 0.230 0.691 0.479 0.045
C 0.75340 0.22575 3.96824 0.059 0.775 -0.155 0.001
H 0.82720 -2.67051 3.35578 -0.371 0.354 0.159 0.000
H 1.68437 -2.66813 1.86768 0.276 0.295 0.011 0.000
H 0.25176 -1.65182 1.92637 -0.162 0.115 0.366 0.002
H 1.04521 1.27498 4.06329 0.218 -0.087 -0.115 0.000
H 0.55609 -0.10751 4.98589 0.263 -0.529 -0.137 0.000
H -0.16172 0.19876 3.37553 0.083 -0.228 -0.092 0.001
C 2.38789 3.73049 -2.67523 -0.421 0.105 -0.305 0.001
S 1.04637 2.50561 -2.80419 -0.358 0.899 1.022 0.004
O 0.75365 2.14895 -1.34228 0.424 -0.125 0.134 0.034
C -0.29241 3.65306 -3.18841 -0.372 0.826 0.454 0.003
H 3.32566 3.20922 -2.84116 0.083 0.115 0.057 0.000
H 2.34224 4.21928 -1.70374 -0.069 -0.334 0.183 0.000
H 2.23170 4.52542 -3.40462 0.168 -0.262 -0.269 0.000
H -0.02477 4.30837 -4.01690 -0.016 -0.458 -0.331 0.000
H -0.48386 4.33958 -2.35549 0.568 -0.269 0.274 0.000
H -1.26205 3.17513 -3.31760 0.332 -0.494 -0.414 0.000
```
Forces are in eV/Å.

## Properties
**DFT total energy**: -3464.62427 Ha
**Energy relative to the best compared isomer or geometry (same formula, charge and spin)**: 0.0 kJ/mol
**2S+1**: 5
**Max |F|**: 2.0 eV/Å
**Net charge**: +1
**Kohn-Sham gap (spin up / spin down)**: 6.8874 / 6.5559 eV

***

Record 4
C12H31NO6S2 | ωB97M-V/def2-TZVPD

The geometry in XYZ format:
```
52
Properties=species:S:1:pos:R:3:forces:R:3:lowdin_charge:R:1
C -2.01217 -6.05006 1.97568 -0.014 -0.110 0.045 -0.073
C -1.93129 -4.65166 1.41141 0.046 -0.024 -0.045 -0.290
O -3.25485 -4.21396 1.15045 -0.143 -0.087 0.042 -0.139
C -3.41702 -3.14342 0.24267 0.251 0.044 0.087 -0.204
C -3.71763 -1.82531 0.95005 -0.201 0.016 -0.017 -0.100
C -2.49796 -0.99056 1.34551 0.105 -0.030 -0.045 -0.330
C -2.82091 -0.15565 2.56904 0.098 0.119 0.228 -0.155
O -1.76201 0.69038 2.99215 -0.057 0.092 -0.132 -0.134
O -1.65244 1.73816 2.01436 0.125 -0.078 0.029 -0.025
O -1.38747 -1.83423 1.60182 -0.096 0.221 0.045 -0.140
C -0.14674 -1.35061 1.10454 -0.004 0.247 0.095 -0.208
C 0.92140 -2.37951 1.35017 -0.064 -0.181 -0.110 -0.255
N 1.29298 -2.40957 2.76758 -0.108 0.041 0.105 0.012
H -2.52586 -6.71740 1.28418 0.006 -0.013 -0.033 0.075
H -1.01403 -6.44839 2.16519 0.021 0.032 -0.011 0.073
H -2.56139 -6.05728 2.91824 -0.004 0.046 -0.013 0.076
H -1.36059 -4.63822 0.47238 0.007 -0.073 0.045 0.116
H -1.42468 -3.97099 2.10175 -0.110 -0.158 -0.036 0.100
H -2.52255 -3.05283 -0.38369 -0.054 0.043 -0.070 0.125
H -4.26079 -3.40293 -0.40093 -0.003 -0.007 0.025 0.121
H -4.32542 -2.06730 1.82730 0.051 -0.023 0.029 0.124
H -4.35182 -1.21438 0.30185 0.008 0.033 0.021 0.122
H -2.24487 -0.31788 0.51762 0.014 -0.023 -0.011 0.147
H -2.96112 -0.80436 3.43761 -0.057 -0.090 -0.088 0.145
H -3.72637 0.44162 2.42093 -0.003 -0.042 -0.060 0.135
H -0.76195 1.56910 1.67106 -0.075 0.044 0.008 0.078
H -0.22435 -1.12547 0.03582 0.000 -0.070 -0.016 0.123
H 0.13867 -0.43132 1.63449 -0.003 0.017 -0.062 0.116
H 1.76575 -2.08914 0.72670 0.159 -0.081 0.121 0.088
H 0.54672 -3.34834 0.99520 0.060 0.079 -0.068 0.101
H 0.46612 -2.25043 3.33487 0.013 -0.045 -0.039 0.061
H 1.64373 -3.32102 3.03501 0.080 0.053 -0.057 0.061
C 1.90401 2.15736 -0.59310 0.019 -0.023 -0.016 -0.264
S 2.50137 0.84396 -1.65186 0.012 -0.058 -0.022 0.815
O 2.33250 -0.43476 -0.90437 -0.063 -0.008 -0.018 -0.558
C 4.24047 1.27188 -1.52907 -0.004 0.037 -0.006 -0.265
H 0.81940 2.06941 -0.55252 -0.011 0.015 -0.011 0.044
H 2.33150 2.02815 0.40138 0.023 0.002 0.000 0.064
H 2.18185 3.11122 -1.03998 -0.086 0.074 0.069 0.012
H 4.53565 1.23417 -0.48082 0.007 -0.001 0.000 0.060
H 4.39264 2.26738 -1.94614 0.014 -0.004 0.006 0.052
H 4.79605 0.53273 -2.10210 0.004 0.001 0.004 0.048
C 3.17589 6.98057 -3.62984 -0.009 0.014 -0.014 -0.269
S 1.71526 6.14107 -3.01076 -0.017 -0.009 0.035 0.822
O 2.20899 5.02223 -2.15994 0.043 -0.032 -0.007 -0.566
C 1.22242 5.40224 -4.57060 -0.006 0.018 -0.012 -0.268
H 3.65452 7.45703 -2.77702 0.006 -0.002 -0.004 0.051
H 3.84491 6.24424 -4.07389 0.006 0.004 0.000 0.058
H 2.88047 7.73583 -4.35785 0.012 -0.001 0.001 0.055
H 2.03867 4.78323 -4.94158 -0.002 -0.003 -0.005 0.058
H 0.96665 6.18750 -5.28166 0.000 -0.011 -0.005 0.055
H 0.34768 4.78751 -4.36929 0.003 -0.003 -0.005 0.051
```
Forces are in eV/Å.

## Properties
**DFT total energy**: -1778.19341 Ha
**2S+1**: 1
**Max |F|**: 0.3 eV/Å
**Net charge**: 0
**Kohn-Sham gap**: 9.2116 eV